1.
The following is a quantum chemistry calculation of a 9-piece molecular cluster, C46H107N5O8S4 overall in a non-equilibrium geometry, from the OMol25 dataset.

## Properties
HOMO level: -7.48 eV
SMILES: O=S1(=O)CCCC1.O=S1(=O)CCCC1.O=S1(=O)CCCC1.O=S1(=O)CCCC1.CCN(CC)CC.CCN(CC)CC.CCN(CC)CC.CCN(CC)CC.CCN(CC)CC
Kohn-Sham gap: 7.8531 eV

Each line ends with the Löwdin charge.
Positions of all 170 atoms, in Å:
C  2.668  -0.924  0.689  -0.102
C  4.119  -0.941  0.168  -0.194
N  4.520  0.264  -0.621  -0.122
C  3.614  0.451  -1.811  -0.183
C  3.882  -0.607  -2.991  -0.022
C  4.611  1.529  0.191  -0.287
C  5.933  1.659  0.893  -0.063
H  1.996  -1.472  0.029  0.013
H  2.339  0.083  0.946  0.076
H  2.681  -1.456  1.640  0.099
H  4.720  -1.112  1.061  0.124
H  4.386  -1.789  -0.462  0.015
H  2.572  0.387  -1.496  0.053
H  3.635  1.449  -2.249  0.105
H  2.980  -0.538  -3.600  0.025
H  4.811  -0.424  -3.530  0.087
H  3.910  -1.652  -2.683  0.036
H  3.777  1.372  0.874  0.059
H  4.231  2.357  -0.408  0.094
H  6.558  1.702  0.001  0.080
H  6.263  0.785  1.455  0.077
H  5.994  2.598  1.443  0.056
C  0.836  0.153  -4.492  -0.076
C  0.691  0.698  -3.150  -0.284
N  -0.072  1.967  -3.166  -0.131
C  -1.515  1.847  -3.693  -0.164
C  -1.810  3.105  -4.632  -0.068
C  0.080  2.758  -1.942  -0.249
C  1.386  3.474  -2.019  -0.113
H  1.505  -0.692  -4.334  0.014
H  1.263  0.799  -5.259  0.107
H  -0.043  -0.368  -4.873  0.081
H  0.094  0.111  -2.452  0.061
H  1.671  0.691  -2.673  0.075
H  -1.743  0.879  -4.139  0.085
H  -2.245  1.750  -2.889  0.078
H  -1.465  2.877  -5.641  0.058
H  -2.887  3.193  -4.775  0.048
H  -1.612  4.154  -4.415  0.063
H  0.123  1.987  -1.172  0.063
H  -0.790  3.170  -1.430  0.111
H  1.362  4.158  -2.867  0.102
H  2.268  2.839  -2.097  0.069
H  1.835  4.006  -1.180  0.065
C  -4.103  2.192  0.216  -0.060
C  -2.852  3.018  0.546  -0.216
N  -2.226  2.746  1.870  -0.192
C  -0.791  2.983  1.893  -0.231
C  -0.481  4.401  1.271  -0.024
C  -3.007  3.451  2.853  -0.231
C  -2.710  3.223  4.327  -0.121
H  -4.134  1.136  0.485  0.035
H  -4.177  2.091  -0.867  0.076
H  -4.958  2.730  0.625  0.090
H  -2.197  2.703  -0.266  0.081
H  -2.965  4.068  0.276  0.124
H  -0.348  2.728  2.856  0.100
H  -0.281  2.268  1.247  0.047
H  0.547  4.724  1.440  0.035
H  -0.450  4.380  0.182  0.067
H  -1.061  5.231  1.674  0.089
H  -4.010  3.028  2.786  0.082
H  -3.142  4.514  2.652  0.123
H  -3.283  3.683  5.132  0.103
H  -1.687  3.592  4.400  0.032
H  -2.484  2.218  4.684  0.046
C  1.876  -7.226  -0.547  -0.065
C  2.084  -6.264  0.620  -0.266
N  2.339  -4.898  0.205  -0.215
C  3.712  -4.764  -0.382  -0.171
C  4.093  -3.400  -0.879  -0.098
C  2.082  -4.074  1.382  -0.210
C  0.603  -3.979  1.767  -0.125
H  0.962  -6.804  -0.966  0.068
H  1.882  -8.251  -0.178  0.082
H  2.804  -7.201  -1.120  0.070
H  1.435  -6.447  1.477  0.119
H  2.927  -6.565  1.243  0.108
H  3.706  -5.477  -1.206  0.102
H  4.426  -4.960  0.418  0.121
H  3.898  -3.533  -1.943  0.047
H  5.135  -3.119  -0.723  0.119
H  3.346  -2.630  -0.687  0.054
H  2.718  -4.157  2.264  0.133
H  2.298  -3.069  1.019  0.059
H  0.378  -2.982  2.145  0.022
H  -0.061  -4.071  0.907  0.051
H  0.195  -4.721  2.453  0.104
C  0.563  4.232  4.415  -0.080
C  1.785  3.674  3.753  -0.230
N  1.623  3.647  2.289  -0.267
C  1.671  2.404  1.620  -0.229
C  1.594  2.433  0.071  -0.146
C  2.532  4.674  1.755  -0.198
C  4.062  4.294  1.741  -0.044
H  0.679  5.296  4.208  0.087
H  0.461  4.065  5.487  0.093
H  -0.286  3.808  3.879  0.012
H  2.657  4.228  4.100  0.110
H  1.935  2.686  4.188  0.123
H  2.597  1.881  1.862  0.098
H  0.879  1.829  2.099  0.095
H  1.017  3.244  -0.374  0.016
H  2.515  2.748  -0.419  0.055
H  1.290  1.498  -0.400  0.045
H  2.240  5.605  2.241  0.122
H  2.214  5.003  0.766  0.103
H  4.392  3.497  1.076  0.010
H  4.540  4.069  2.695  0.074
H  4.663  5.133  1.390  0.077
C  -5.043  -0.273  2.201  -0.259
C  -6.002  -0.338  3.266  -0.269
C  -5.289  -0.639  4.510  -0.177
S  -3.750  0.478  4.505  0.837
O  -2.464  -0.244  4.676  -0.334
O  -4.036  1.815  5.044  -0.410
C  -3.871  0.692  2.614  -0.200
H  -5.516  -0.014  1.254  0.108
H  -4.727  -1.303  2.038  0.117
H  -6.669  -1.144  2.960  0.135
H  -6.623  0.558  3.253  0.133
H  -4.774  -1.600  4.541  0.108
H  -5.769  -0.376  5.452  0.100
H  -2.852  0.391  2.371  0.019
H  -4.269  1.692  2.443  0.056
C  0.837  -4.783  -2.432  -0.156
C  2.005  -4.280  -3.343  -0.171
C  1.740  -2.807  -3.697  -0.173
S  0.521  -2.138  -2.383  0.879
O  -0.870  -1.917  -2.849  -0.333
O  1.224  -1.052  -1.688  -0.486
C  0.515  -3.709  -1.366  -0.184
H  1.288  -5.596  -1.863  0.044
H  -0.057  -5.150  -2.935  0.126
H  2.184  -4.948  -4.186  0.120
H  2.980  -4.219  -2.861  0.060
H  1.404  -2.620  -4.717  0.104
H  2.665  -2.239  -3.603  0.036
H  -0.401  -3.752  -0.777  0.050
H  1.331  -3.633  -0.647  0.055
C  -3.776  -1.145  -3.409  -0.237
C  -5.268  -1.423  -3.508  -0.221
C  -6.004  -1.405  -2.156  -0.169
S  -4.712  -2.156  -1.059  0.796
O  -5.068  -3.555  -0.834  -0.320
O  -4.546  -1.291  0.126  -0.443
C  -3.259  -1.934  -2.241  -0.222
H  -3.679  -0.090  -3.152  0.099
H  -3.208  -1.406  -4.302  0.127
H  -5.288  -2.354  -4.076  0.119
H  -5.676  -0.706  -4.221  0.113
H  -6.797  -2.126  -1.959  0.095
H  -6.256  -0.452  -1.691  0.099
H  -3.328  -2.928  -2.683  0.111
H  -2.413  -1.601  -1.640  0.063
C  -0.039  -0.039  0.084  -0.137
C  -1.185  0.407  1.129  -0.144
C  -2.231  -0.688  1.262  -0.224
S  -1.278  -2.236  0.956  0.851
O  -1.797  -3.020  -0.156  -0.344
O  -1.058  -2.841  2.269  -0.374
C  0.374  -1.448  0.596  -0.254
H  0.777  0.661  0.261  0.035
H  -0.386  0.046  -0.946  0.100
H  -1.774  1.280  0.847  0.069
H  -0.729  0.744  2.060  0.121
H  -3.164  -0.665  0.700  0.045
H  -2.550  -0.881  2.286  0.071
H  0.898  -2.107  -0.095  0.024
H  0.911  -1.234  1.520  0.109

Atoms 1-2, force components in eV/Å:
C 3.0 -0.2 -0.1
C 0.6 2.2 -0.2

=====

2.
The following is a quantum chemistry calculation of C10H9NO2S as an isolated structure in a non-equilibrium geometry, from the OMol25 dataset.

## Properties
HOMO level: -9.13 eV
Kohn-Sham gap: 8.9298 eV

Each line ends with the natural charge from an NBO analysis.
Positions of all 23 atoms, in Å:
C  -3.169  -0.715  -0.622  -0.187
C  -2.875  0.339  0.299  -0.204
C  -2.166  -1.494  -1.149  -0.215
C  -1.538  0.530  0.671  -0.175
C  -0.882  -1.343  -0.696  -0.176
C  -0.532  -0.366  0.232  -0.106
C  1.517  0.568  1.544  -0.168
C  0.825  -0.227  0.725  -0.198
C  0.658  2.943  -0.762  0.272
C  2.937  0.470  1.152  -0.634
N  0.727  2.054  -1.495  -0.723
O  2.429  -0.639  -1.509  -0.921
O  2.975  -2.132  0.390  -0.906
S  2.417  -0.884  -0.071  2.081
H  -4.140  -0.662  -1.129  0.212
H  -3.640  1.064  0.358  0.219
H  -2.415  -2.246  -1.828  0.217
H  -1.412  1.119  1.547  0.212
H  -0.164  -2.143  -0.728  0.219
H  1.050  0.979  2.437  0.238
H  3.404  1.396  0.917  0.250
H  3.520  -0.044  1.957  0.236
H  0.475  1.434  -2.239  0.457

Atoms 1-2, force components in eV/Å:
C -0.2 2.4 -0.4
C 1.4 -1.8 -2.5

=====

3.
The following is a quantum chemistry calculation of a 2-piece molecular cluster, C2H8N4 overall in a non-equilibrium geometry, from the OMol25 dataset.

## Properties
total charge: +2
HOMO level: -19.49 eV
Kohn-Sham gap: 10.8264 eV

Each line ends with the natural charge from an NBO analysis.
Positions of all 14 atoms, in Å:
C  -1.224  1.064  0.050  0.364
C  -2.997  -0.688  0.076  0.160
N  -1.997  0.059  0.034  -0.302
N  0.171  1.041  -0.118  -0.426
N  0.698  -0.198  -0.394  -0.293
N  1.963  -0.413  0.365  -0.549
H  -1.604  1.940  0.527  0.271
H  -3.044  -1.308  0.970  0.248
H  -3.604  -1.045  -0.810  0.279
H  0.567  1.903  -0.273  0.426
H  1.149  -0.664  -1.624  0.435
H  1.908  0.259  1.149  0.467
H  2.729  -0.482  -0.259  0.452
H  2.069  -1.372  0.830  0.468

Atoms 1-2, force components in eV/Å:
C 1.1 -1.3 1.1
C 0.3 -2.1 -0.6

=====

Calculated values (eV) of LUMO energy for the records, taken in order: 0.372, -0.204, -8.662.
Calculated values (eV) of E for the records, taken in order: -116576.252, -26931.964, -8141.118.